Entry 1:
Here is the ion C7H18N6OP with charge +1 from the Open Molecules 2025 dataset. Energies are from the ωB97M-V functional and the def2-TZVPD basis.

XYZ file:
```
33
Properties=species:S:1:pos:R:3:forces:R:3:mulliken_charge:R:1
C -1.8836 0.9718 0.1878 -2.8 -2.5 1.6 -0.57
C -0.2832 0.3631 1.7695 2.1 -3.4 -0.7 -0.85
C 0.3250 1.5972 -0.2033 -1.1 -1.1 -4.3 -0.83
C -1.7411 -2.6021 1.4294 1.3 0.5 1.1 -0.79
C -1.0512 0.0343 -2.9356 4.7 0.3 -1.7 -0.94
C 2.5648 -0.4449 -0.7073 -3.4 -2.1 0.9 -0.83
C 2.0018 1.5074 1.2929 1.4 -0.7 5.7 -0.87
N -1.4581 -0.1492 1.1029 1.8 0.7 1.6 0.01
N -0.9014 1.1238 -0.8133 0.1 0.3 0.1 0.05
N -1.2581 -1.4829 0.6219 -0.8 1.2 -1.9 0.17
N -0.7060 -0.0644 -1.5504 -0.2 -0.2 0.5 0.39
N 1.3540 -0.5866 0.2334 -1.4 -1.9 -1.1 -0.63
N 0.9154 0.6454 0.8237 -0.9 2.4 -3.3 0.74
O -0.0227 -2.5933 -1.5651 0.6 -1.5 -0.6 -0.73
P -0.2796 -1.4499 -0.7503 0.6 3.6 3.4 0.68
H -2.9051 0.6402 -0.0963 0.8 0.4 -0.9 0.30
H -2.0986 1.8320 0.8715 0.8 -0.4 -0.9 0.28
H -0.4684 1.2804 2.1177 -1.0 3.4 1.8 0.54
H 0.2673 -0.2337 2.4971 -1.0 -0.5 0.3 0.23
H 0.8814 1.7789 -1.1585 0.9 -0.4 1.5 0.36
H 0.0104 2.5394 0.1058 0.3 1.7 1.7 0.34
H -1.3264 -3.4085 0.8762 0.3 -1.3 -0.1 0.34
H -1.1670 -2.4967 2.4007 -1.1 -0.6 -0.8 0.29
H -2.8257 -2.8163 1.5639 0.7 1.0 -0.3 0.28
H -0.2484 0.6900 -3.5059 -1.5 -0.8 1.2 0.28
H -0.8600 -0.9228 -3.4077 -0.7 -0.3 0.0 0.31
H -1.9688 0.4602 -3.0909 -2.5 0.7 -0.4 0.36
H 2.1948 -1.1081 -1.5611 1.5 1.0 0.8 0.32
H 2.6100 0.5757 -0.9440 0.7 1.1 -1.0 0.33
H 3.3692 -0.8225 -0.0925 0.6 0.0 -0.7 0.36
H 2.6311 1.9786 0.5823 -0.1 0.2 -1.3 0.38
H 1.5988 2.3650 2.0205 0.7 -2.1 -1.6 0.32
H 2.7294 0.7984 1.8852 -1.4 1.5 -0.7 0.37
```
Forces are in eV/Å.

Properties
**Charge**: +1
**Spin multiplicity**: 1
**Electronic energy**: -1022.24368 a.u.
**Energy relative to the best compared isomer or geometry (same formula, charge and spin)**: 48.5 kcal per mole
**HOMO energy**: -12.90 eV
**Strongest force on any atom**: 5.90 eV/A

---

Entry 2:
Here is a structure of composition C23H34EuNO2P2Se from the Open Molecules 2025 dataset. Energies are from the ωB97M-V functional and the def2-TZVPD basis.

XYZ file:
```
64
Properties=species:S:1:pos:R:3:forces:R:3:lowdin_spin:R:1
C -0.8042 3.8787 -1.7989 0.5 0.8 0.4 0.00
C -0.9649 2.5493 -1.2969 -0.8 -1.1 -0.5 0.00
N 0.0058 2.0357 -0.4400 -0.5 -0.4 0.5 0.00
C 0.8753 2.8756 0.1456 0.0 1.2 -0.4 0.00
C 0.9342 4.2334 -0.1945 0.6 -0.7 1.0 0.00
C 0.0901 4.7378 -1.1887 -0.7 -0.7 -0.8 0.00
C -2.1411 1.8246 -1.6739 2.1 -0.1 -1.7 0.00
P -2.5776 0.1613 -1.0836 -0.4 1.9 -0.7 0.00
Eu -0.3187 -0.3158 0.7261 -0.8 0.8 0.5 5.12
P 2.3671 0.5961 1.0757 0.1 1.1 1.0 0.00
C 1.7897 2.3556 1.2610 0.0 0.2 -0.2 0.00
C -0.0610 -2.8270 0.3143 0.1 -2.2 0.0 0.61
C -1.1163 -3.4358 0.9609 -0.4 -0.2 0.3 0.08
C -1.0535 -4.8392 1.1744 0.2 0.6 -0.2 0.04
C 0.0371 -5.5700 0.6997 0.0 0.3 0.1 -0.02
C 1.0792 -4.9190 0.0370 -0.3 0.5 0.0 0.03
C 1.0264 -3.5174 -0.1711 0.5 -0.5 -0.1 0.08
O -0.7419 1.1338 -4.7745 1.1 0.1 -0.2 0.00
O -0.4721 -2.0390 -3.4811 0.3 -0.5 0.2 0.00
H -1.4700 4.2029 -2.5971 0.1 0.1 0.3 0.00
H 1.6222 4.8806 0.3456 -0.1 -0.1 -0.2 0.00
H 0.1310 5.7906 -1.4728 0.1 -0.3 0.0 0.00
C -4.1667 0.8085 -0.4220 -0.2 -0.7 0.6 0.00
C -3.1684 -0.9400 -2.4424 0.3 -0.2 -0.3 0.00
H 2.6961 2.9839 1.2830 -0.3 -0.1 0.2 0.00
H 1.2778 2.4524 2.2439 0.2 -0.1 -0.6 0.00
H -1.0420 1.2286 -3.8699 -0.6 0.1 0.7 0.00
H -2.6367 2.2467 -2.5969 0.1 -0.4 1.3 0.00
C 2.8849 0.2368 2.7896 0.4 -0.2 0.1 0.00
C 3.9567 0.8360 0.2281 0.2 -0.3 -0.1 0.00
H -1.9813 -2.8672 1.3228 0.2 -0.2 -0.1 0.01
H -1.8638 -5.3476 1.7024 0.2 0.3 -0.2 0.01
H 0.0801 -6.6499 0.8588 0.0 0.4 -0.1 0.00
H 1.9307 -5.4972 -0.3296 -0.2 0.3 0.1 0.01
H 1.8582 -3.0286 -0.6802 -0.3 -0.1 0.1 0.01
H 0.8692 -0.6474 -0.9519 0.5 -0.4 -1.6 0.01
H 0.3430 -2.5460 -3.5724 -0.1 0.1 -0.1 0.00
H -0.2476 -1.1291 -3.6806 0.1 0.4 -0.3 0.00
H 0.1092 1.6094 -4.7336 -0.5 -0.2 -0.3 0.00
H 1.6040 -0.6048 -0.8363 -0.1 -0.1 -0.2 0.00
H -4.8736 0.9490 -1.2501 0.1 -0.1 0.3 0.00
H -4.5312 0.0953 0.3215 -0.5 0.2 0.0 0.00
H -3.9495 1.7809 0.0404 -0.1 -0.5 0.0 0.00
H -3.8985 -0.4590 -3.1127 0.1 -0.1 0.4 0.00
H -2.3341 -1.3185 -3.0562 -0.5 0.3 0.4 0.00
H -3.6067 -1.8342 -1.9621 0.0 0.4 -0.2 0.00
H 4.6616 1.3509 0.8933 -0.1 -0.1 -0.2 0.00
H 4.3546 -0.1557 -0.0301 0.1 0.3 0.0 0.00
H 3.8074 1.4183 -0.6877 0.0 -0.1 0.1 0.00
H 3.7668 0.8399 3.0478 -0.2 -0.1 0.1 0.00
H 2.0710 0.4223 3.5077 0.2 -0.1 -0.3 0.00
H 3.1525 -0.8294 2.8339 0.0 0.3 0.2 0.00
Se -1.7611 0.7326 2.8247 -0.9 0.7 0.0 0.01
C -0.7846 0.0566 4.2687 0.4 -0.5 1.0 0.00
C -0.3320 0.9431 5.2806 0.0 -0.6 -0.4 0.00
C 0.3424 0.4467 6.3905 0.1 -0.4 0.0 0.00
C 0.5704 -0.9330 6.5254 -0.1 0.0 -0.2 0.00
C 0.1130 -1.8166 5.5349 0.3 0.3 0.2 0.00
C -0.5611 -1.3350 4.4150 0.2 0.7 0.2 0.00
H -0.5291 2.0119 5.1733 0.1 -0.3 0.0 0.00
H 0.7071 1.1348 7.1572 -0.2 -0.2 -0.2 0.00
H 1.1058 -1.3195 7.3970 -0.2 0.1 -0.3 0.00
H 0.2951 -2.8891 5.6275 -0.1 0.3 0.1 0.00
H -0.9338 -2.0296 3.6571 0.1 0.2 0.2 0.00
```
Forces are in eV/Å.

Properties
**Charge**: 0
**<S²>**: 12.028
**Spin multiplicity**: 7
**Electronic energy**: -4896.27043 a.u.
**Energy relative to the best compared isomer or geometry (same formula, charge and spin)**: 0.0 kcal per mole
**HOMO energy (spin up / spin down)**: -5.97 / -5.90 eV
**Strongest force on any atom**: 2.68 eV/A